96
Properties=species:S:1:pos:R:3:forces:R:3 method="wB97M-V/def2-TZVPD" spin_multiplicity=5 total_energy_ev=-79133.688 s2=6.02 charge=+1 gap_ev="5.70 / 6.98"
Ir 0.329 0.058 -0.328 0.91 -0.71 -0.14
C 0.973 1.211 -3.821 0.10 0.09 -0.01
C 0.588 2.374 -2.958 0.02 -0.14 0.04
C 0.556 3.650 -3.519 0.03 -0.07 -0.09
C 0.249 4.733 -2.731 -0.05 0.09 0.06
C -0.025 4.522 -1.389 0.02 0.30 -0.01
C 0.005 3.235 -0.893 -0.05 -0.16 0.19
N 0.306 2.179 -1.663 0.03 0.10 0.04
C -0.251 2.980 0.560 0.07 0.09 -0.21
C -0.683 3.981 1.417 -0.02 0.12 -0.05
C -0.825 3.706 2.762 -0.04 0.12 0.07
C -0.508 2.446 3.226 -0.01 -0.09 0.18
C -0.077 1.485 2.327 0.05 -0.26 0.07
N 0.009 1.752 1.018 -0.25 0.21 -0.16
C 0.277 0.111 2.787 -0.10 0.18 -0.17
C 0.602 -0.123 4.105 0.10 -0.05 0.29
C 0.829 -1.431 4.512 0.01 0.06 0.14
C 0.728 -2.446 3.589 0.02 -0.11 -0.07
C 0.465 -2.145 2.253 0.01 0.08 -0.09
C 0.474 -3.248 1.232 0.12 0.17 0.08
N 0.244 -0.875 1.878 -0.06 -0.08 -0.17
H 0.714 1.411 -4.862 0.03 0.00 0.06
H 0.491 0.297 -3.500 0.01 0.01 0.01
H 2.056 1.059 -3.769 -0.09 0.00 0.01
H 0.781 3.768 -4.572 -0.01 -0.01 0.07
H 0.224 5.733 -3.147 0.02 -0.03 0.03
H -0.229 5.367 -0.746 -0.01 -0.07 -0.08
H -0.914 4.968 1.047 0.00 -0.03 0.00
H -1.174 4.472 3.444 0.01 -0.06 -0.05
H -0.626 2.199 4.272 0.02 0.05 -0.07
H 0.700 0.694 4.806 -0.03 -0.06 -0.01
H 1.078 -1.646 5.545 -0.01 0.02 -0.08
H 0.878 -3.479 3.876 0.02 0.05 -0.02
H 0.126 -4.183 1.673 0.03 0.05 -0.01
H 1.498 -3.383 0.885 0.10 -0.02 0.00
H -0.143 -3.015 0.368 0.04 -0.02 0.01
C -4.758 -1.543 -2.167 0.04 -0.10 0.08
C -4.391 -2.280 -0.898 -0.05 0.04 0.00
C -5.396 -3.012 -0.263 0.00 0.02 -0.03
C -5.185 -3.676 0.936 -0.03 0.02 -0.03
C -3.944 -3.611 1.549 0.03 0.02 0.00
C -2.930 -2.892 0.938 0.03 -0.02 0.04
C -3.124 -2.244 -0.285 0.00 0.03 0.01
P -1.658 -1.357 -0.932 -0.36 -0.11 -0.04
C -2.295 0.216 -1.586 -0.11 -0.01 0.03
C -2.112 0.539 -2.932 0.03 -0.02 -0.04
C -2.556 1.744 -3.440 -0.05 0.05 0.02
C -3.195 2.646 -2.595 0.00 0.01 -0.03
C -3.401 2.322 -1.262 0.00 -0.03 0.05
C -2.969 1.107 -0.727 -0.01 0.09 0.02
C -3.298 0.790 0.715 0.10 0.10 -0.12
C -1.016 -2.316 -2.329 -0.01 -0.07 0.09
C -1.764 -3.247 -3.049 -0.10 0.10 0.04
C -1.213 -3.886 -4.149 -0.01 -0.03 -0.03
C 0.087 -3.588 -4.536 0.04 0.01 -0.03
C 0.851 -2.704 -3.788 0.09 -0.05 -0.09
C 0.332 -2.087 -2.651 0.24 0.04 0.14
C 1.207 -1.271 -1.764 -0.67 0.26 -0.04
H -5.585 -2.050 -2.665 0.01 0.01 0.04
H -3.937 -1.469 -2.876 0.02 -0.03 0.01
H -5.086 -0.523 -1.941 0.04 -0.05 -0.01
H -6.375 -3.056 -0.730 0.06 0.00 0.03
H -5.992 -4.235 1.392 0.04 0.03 -0.03
H -3.766 -4.111 2.493 -0.01 0.03 -0.05
H -1.966 -2.817 1.429 -0.15 -0.02 -0.05
H -1.619 -0.174 -3.584 -0.09 0.04 0.03
H -2.412 1.979 -4.489 -0.01 0.00 0.05
H -3.547 3.597 -2.981 0.03 -0.08 0.04
H -3.925 3.021 -0.614 0.06 -0.06 -0.06
H -3.354 1.709 1.303 0.00 -0.05 -0.05
H -2.564 0.130 1.179 0.05 -0.01 0.00
H -4.267 0.289 0.787 0.03 0.00 -0.02
H -2.781 -3.480 -2.759 0.04 0.06 0.03
H -1.800 -4.610 -4.703 0.05 0.07 0.03
H 0.517 -4.070 -5.406 -0.02 0.04 0.06
H 1.883 -2.511 -4.060 -0.05 -0.04 0.00
H 2.150 -0.969 -2.211 0.02 -0.02 0.02
H 1.463 -1.804 -0.816 0.07 -0.10 -0.11
O 3.263 -1.637 0.740 -0.30 0.10 0.10
C 3.272 -0.420 0.906 0.08 0.06 -0.28
O 2.447 0.439 0.413 -0.04 -0.16 0.30
C 4.365 0.190 1.765 -0.14 0.08 0.01
C 5.377 -0.619 2.261 0.01 -0.13 -0.04
C 6.344 -0.055 3.067 0.21 -0.17 -0.03
C 6.345 1.278 3.412 0.19 0.07 0.13
C 5.319 2.050 2.915 -0.10 0.24 0.05
C 4.334 1.538 2.095 -0.11 -0.05 -0.05
N 5.268 3.483 3.296 0.09 0.09 -0.08
O 6.207 3.931 3.918 -0.15 -0.11 -0.06
O 4.289 4.123 2.954 0.06 -0.17 0.03
N 7.430 -0.916 3.605 -0.12 -0.14 0.36
O 8.262 -0.386 4.313 -0.10 -0.02 -0.24
O 7.385 -2.101 3.346 0.00 0.24 -0.12
H 5.400 -1.672 2.017 0.00 0.02 0.00
H 7.113 1.696 4.045 0.01 0.00 0.02
H 3.547 2.171 1.716 -0.01 0.03 0.00

=====

102
Properties=species:S:1:pos:R:3:forces:R:3 method="wB97M-V/def2-TZVPD" spin_multiplicity=2 total_energy_ev=-286891.390 s2=0.76 gap_ev="6.71 / 6.12" e_above_lowest_kj_mol=200.3
Ir -1.318 -2.032 -0.178 -0.42 0.80 1.28
O -0.051 -2.947 1.064 1.19 -0.23 0.36
C 0.744 -2.222 1.874 -0.26 -0.83 -0.66
C 2.119 -2.420 1.915 0.27 -0.03 0.06
C 2.897 -1.654 2.773 -0.08 -0.06 -0.05
C 2.318 -0.708 3.622 -0.06 -0.05 -0.07
C 0.946 -0.551 3.608 0.04 0.11 0.08
C 0.166 -1.303 2.728 -0.48 0.63 0.16
C -1.253 -1.074 2.621 0.33 -0.07 0.38
N -1.991 -1.463 1.652 -0.35 0.39 -0.17
N -3.319 -1.044 1.731 0.49 -0.01 0.17
C -3.824 -1.043 0.550 -0.45 -0.25 -0.38
O -3.203 -1.523 -0.489 -0.72 0.71 -0.49
C -5.205 -0.552 0.333 0.16 0.00 -0.10
C -5.733 0.448 1.141 -0.05 0.00 0.08
C -7.012 0.926 0.897 -0.01 -0.03 -0.01
C -7.764 0.403 -0.149 0.05 -0.01 0.01
C -7.236 -0.600 -0.952 0.02 0.02 0.05
C -5.953 -1.073 -0.717 -0.05 -0.02 -0.06
H 2.550 -3.158 1.253 0.02 0.01 0.06
H 3.972 -1.783 2.773 -0.02 0.00 -0.01
H 2.937 -0.096 4.262 0.00 -0.02 0.01
H 0.462 0.175 4.254 0.05 -0.03 -0.02
H -1.753 -0.469 3.369 -0.05 -0.10 0.10
H -5.132 0.846 1.948 -0.01 0.01 -0.02
H -7.421 1.711 1.520 0.01 -0.01 -0.02
H -8.759 0.783 -0.341 0.01 -0.02 0.02
H -7.822 -1.012 -1.764 0.02 0.01 0.02
H -5.524 -1.847 -1.339 -0.01 0.03 0.00
Se 3.785 2.596 1.254 -0.01 -0.14 -0.02
P 1.962 2.974 0.280 -0.14 -0.06 0.28
C 2.082 3.582 -1.418 -0.02 -0.03 -0.15
C 0.949 3.603 -2.233 0.06 -0.03 -0.04
C 1.040 4.091 -3.527 0.03 0.02 0.03
C 2.258 4.556 -4.011 -0.02 -0.02 0.04
C 3.385 4.538 -3.201 -0.04 -0.03 0.04
C 3.297 4.052 -1.902 0.02 0.14 -0.05
C 1.014 4.242 1.174 0.02 0.00 0.07
C 0.736 5.478 0.611 -0.07 0.05 -0.01
C 0.098 6.461 1.365 0.03 -0.06 -0.04
C -0.260 6.206 2.676 0.02 -0.06 0.02
C 0.026 4.967 3.246 -0.03 0.07 0.00
C 0.665 3.995 2.503 0.05 -0.04 -0.06
C 0.787 1.584 0.173 -0.35 0.59 -0.18
C 0.749 0.333 -0.412 -0.04 -0.49 0.29
N -0.502 -0.160 -0.126 0.02 0.22 -0.14
N -1.197 0.779 0.511 0.18 -0.07 -0.01
N -0.447 1.820 0.702 0.03 -0.13 -0.07
P 1.774 -0.580 -1.567 -0.01 -0.14 -0.36
Se 1.127 -2.600 -1.547 0.15 -0.26 -0.30
C 3.538 -0.441 -1.264 0.17 0.03 0.09
C 4.228 -1.532 -0.737 0.05 0.05 0.03
C 5.598 -1.459 -0.547 -0.02 0.04 -0.01
C 6.290 -0.307 -0.903 0.01 -0.03 0.01
C 5.609 0.774 -1.440 0.00 0.02 0.01
C 4.236 0.711 -1.611 0.05 -0.03 0.01
C 1.434 0.195 -3.168 -0.04 0.25 -0.02
C 2.417 0.423 -4.127 -0.08 -0.08 -0.09
C 2.072 0.965 -5.360 0.01 -0.04 0.07
C 0.749 1.267 -5.643 -0.03 -0.01 0.02
C -0.238 1.021 -4.696 0.03 -0.03 -0.02
C 0.102 0.491 -3.462 0.07 0.06 -0.08
H 0.000 3.237 -1.854 0.03 0.01 -0.02
H 0.162 4.104 -4.161 0.03 -0.01 0.02
H 2.327 4.933 -5.024 0.00 -0.02 0.02
H 4.334 4.900 -3.579 -0.02 0.00 0.01
H 4.162 4.038 -1.247 0.00 -0.04 -0.03
H 1.014 5.691 -0.413 0.00 0.00 -0.01
H -0.115 7.425 0.919 0.01 -0.02 0.00
H -0.756 6.970 3.262 0.00 -0.02 -0.01
H -0.249 4.767 4.275 0.01 0.00 -0.03
H 0.904 3.037 2.949 0.00 0.01 0.01
H 3.687 -2.436 -0.492 0.01 0.01 -0.03
H 6.129 -2.307 -0.133 -0.01 0.01 -0.02
H 7.362 -0.254 -0.762 -0.03 -0.01 0.00
H 6.142 1.678 -1.709 -0.02 -0.03 0.01
H 3.715 1.559 -2.027 -0.03 0.05 -0.02
H 3.446 0.156 -3.935 0.02 0.02 0.01
H 2.842 1.142 -6.101 -0.02 -0.01 0.02
H 0.483 1.685 -6.607 0.00 -0.01 0.02
H -1.276 1.232 -4.918 0.02 -0.01 0.00
H -0.677 0.284 -2.744 -0.06 0.01 0.05
O -1.718 -1.848 -2.430 0.20 -0.29 -0.05
N -1.890 -3.097 -2.670 0.22 -0.16 0.54
O -2.274 -3.502 -3.733 0.04 0.12 -0.07
O -1.620 -3.849 -1.686 -0.26 -0.25 -0.72
C -0.447 -6.083 0.776 -0.07 0.06 0.22
N -0.925 -5.546 2.046 0.22 -0.10 -0.16
C -0.245 -5.601 3.247 -0.05 0.01 -0.18
C -0.966 -4.895 4.140 -0.16 0.07 -0.02
N -2.076 -4.411 3.468 -0.03 0.24 0.24
C -3.129 -3.585 4.050 0.15 -0.18 -0.03
C -2.034 -4.793 2.175 -0.15 -0.08 -0.12
Se -3.230 -4.350 0.827 0.34 -0.10 0.25
H 0.285 -6.859 0.988 0.00 -0.02 -0.01
H 0.006 -5.285 0.194 0.01 0.06 -0.04
H -1.288 -6.493 0.223 -0.01 0.00 0.00
H 0.686 -6.130 3.357 -0.04 0.00 -0.02
H -0.797 -4.702 5.185 -0.02 0.01 -0.03
H -2.966 -3.544 5.124 -0.01 0.01 0.00
H -4.098 -4.029 3.838 -0.03 -0.02 -0.01
H -3.111 -2.584 3.625 -0.07 -0.06 0.02

=====

93
Properties=species:S:1:pos:R:3:forces:R:3 method="wB97M-V/def2-TZVPD" spin_multiplicity=3 total_energy_ev=-112547.968 s2=2.02 gap_ev="7.33 / 7.39" e_above_lowest_kj_mol=0.0
V -1.058 1.330 -0.259 0.03 -0.25 -0.61
C -1.818 1.673 3.999 0.01 0.01 0.03
C -1.497 1.864 2.551 -0.01 -0.01 0.03
N -1.538 0.897 1.708 -0.02 0.04 0.01
N -1.936 -0.351 2.150 0.00 0.00 -0.05
C -2.190 -1.150 1.163 0.03 0.04 0.01
S -2.130 -0.756 -0.533 0.01 0.05 0.03
S -2.657 -2.804 1.463 0.00 0.00 0.01
C -2.599 -2.913 3.277 0.01 -0.04 -0.01
C -3.949 -2.805 3.930 0.01 -0.01 0.01
C -4.653 -1.604 3.903 -0.02 0.03 -0.02
C -5.897 -1.505 4.504 0.02 0.00 0.00
C -6.456 -2.607 5.140 0.01 -0.01 0.00
C -5.764 -3.807 5.167 0.00 0.01 0.00
C -4.516 -3.904 4.564 0.01 0.01 0.01
C -1.124 3.183 2.009 0.00 -0.01 0.07
C -0.366 4.066 2.785 -0.01 0.01 0.00
C 0.022 5.297 2.300 0.00 0.02 -0.02
C -0.376 5.684 1.019 0.01 0.01 0.04
C -1.137 4.842 0.239 -0.04 -0.02 -0.04
C -1.518 3.576 0.705 -0.03 0.19 0.05
O -2.232 2.763 -0.090 0.10 -0.01 0.18
H -2.748 1.114 4.096 0.00 0.00 0.00
H -1.041 1.073 4.478 0.00 0.00 0.00
H -1.911 2.626 4.513 0.01 0.00 0.00
H -2.138 -3.876 3.498 -0.02 0.00 0.00
H -1.926 -2.122 3.604 0.01 -0.01 0.02
H -4.218 -0.753 3.391 -0.02 -0.01 0.01
H -6.435 -0.565 4.475 0.00 0.00 0.00
H -7.429 -2.529 5.608 0.00 0.00 0.00
H -6.194 -4.671 5.656 0.00 0.00 0.00
H -3.978 -4.845 4.587 -0.01 0.01 0.00
H -0.060 3.763 3.779 0.00 -0.01 0.00
H 0.626 5.956 2.909 0.00 0.00 0.00
H -0.082 6.651 0.632 0.00 0.00 0.00
H -1.456 5.124 -0.756 0.01 0.01 0.00
C 4.097 -1.192 -4.448 -0.02 0.01 0.01
C 2.924 -0.507 -3.797 0.00 -0.02 -0.01
C 2.022 0.250 -4.537 0.01 0.01 -0.03
C 0.924 0.876 -3.961 -0.01 0.09 0.03
C -0.016 1.624 -4.856 0.03 -0.23 -0.22
O 0.423 2.327 -5.743 -0.02 0.09 0.07
C -1.485 1.392 -4.715 0.00 0.08 0.07
C -2.360 2.347 -5.222 -0.02 0.01 -0.01
C -3.729 2.162 -5.116 0.00 -0.02 0.00
C -4.229 1.010 -4.520 0.02 0.00 -0.01
C -3.359 0.045 -4.031 -0.02 0.01 -0.01
C -1.990 0.238 -4.125 0.02 -0.01 0.04
C 0.730 0.812 -2.575 0.06 -0.03 0.07
O -0.265 1.466 -1.995 -0.10 -0.06 0.15
C 1.638 0.040 -1.818 0.00 -0.03 0.05
C 2.695 -0.622 -2.432 0.00 -0.01 0.02
C 1.344 -0.070 -0.371 0.00 -0.04 0.00
N 1.167 0.965 0.387 -0.09 0.05 0.06
C 1.727 2.272 0.008 0.03 -0.02 0.00
C 3.245 2.264 -0.114 0.03 0.01 -0.02
Te 4.303 1.390 1.544 0.01 0.00 0.01
C 5.008 -0.266 0.439 -0.01 0.01 0.00
C 4.616 -1.559 0.768 -0.01 -0.01 0.00
C 5.079 -2.641 0.027 -0.01 0.01 0.00
C 5.935 -2.436 -1.045 -0.01 0.01 0.01
C 6.337 -1.147 -1.370 -0.02 0.00 -0.01
C 5.880 -0.066 -0.630 0.00 -0.01 0.00
C 1.164 -1.408 0.245 0.04 0.01 -0.04
C 1.009 -2.556 -0.530 0.00 0.01 -0.02
C 0.921 -3.800 0.074 0.00 0.01 0.00
C 0.982 -3.907 1.457 0.00 0.00 0.00
C 1.117 -2.766 2.237 -0.02 -0.01 0.00
C 1.207 -1.522 1.635 0.03 0.02 0.02
H 4.076 -1.058 -5.529 0.00 0.00 0.00
H 4.095 -2.263 -4.239 0.00 0.00 0.00
H 5.041 -0.790 -4.076 0.01 0.01 0.00
H 2.155 0.356 -5.608 0.00 0.00 0.00
H -1.950 3.233 -5.689 0.00 0.00 0.00
H -4.408 2.914 -5.496 0.00 0.00 0.00
H -5.298 0.866 -4.434 0.00 0.00 0.00
H -3.745 -0.852 -3.565 0.00 0.01 0.00
H -1.312 -0.511 -3.734 -0.01 0.01 0.00
H 3.359 -1.226 -1.822 0.01 0.00 0.01
H 1.434 2.971 0.794 -0.01 0.00 0.01
H 1.316 2.652 -0.933 -0.02 0.00 -0.01
H 3.597 3.287 -0.225 0.01 0.00 0.00
H 3.575 1.698 -0.984 0.00 0.01 0.01
H 3.936 -1.727 1.593 0.00 0.00 -0.01
H 4.758 -3.642 0.287 0.00 0.00 0.00
H 6.294 -3.278 -1.623 0.00 0.00 0.00
H 7.016 -0.982 -2.198 0.00 0.00 0.00
H 6.210 0.935 -0.880 0.00 0.00 0.00
H 0.943 -2.472 -1.606 0.00 0.00 0.00
H 0.796 -4.686 -0.534 0.00 0.00 0.00
H 0.918 -4.881 1.927 0.00 0.01 0.00
H 1.164 -2.847 3.316 0.00 0.00 0.00
H 1.347 -0.624 2.224 0.00 0.00 0.00

=====

98
Properties=species:S:1:pos:R:3:forces:R:3 method="wB97M-V/def2-TZVPD" spin_multiplicity=3 total_energy_ev=-242135.473 s2=2.02 charge=+2 gap_ev="6.64 / 5.82" e_above_lowest_kj_mol=64.3
Mo 0.255 0.050 -1.385 -0.73 -0.19 -0.19
C 2.366 -0.650 5.862 -0.05 -0.06 -0.04
S 0.676 -1.291 5.912 0.03 0.02 0.05
C -0.252 0.187 5.391 0.04 -0.08 0.00
C -0.916 0.036 4.024 -0.03 0.06 0.00
C 0.101 -0.324 2.956 -0.31 -0.05 0.10
N -0.468 -0.492 1.600 0.67 0.07 -0.14
P -1.155 0.651 0.551 -0.58 -0.29 0.45
C -2.873 0.104 0.393 -0.05 0.17 -0.03
C -3.653 0.038 1.555 -0.01 0.04 -0.04
C -4.945 -0.452 1.494 -0.01 -0.01 0.00
C -5.472 -0.884 0.279 -0.01 0.00 0.03
C -4.702 -0.833 -0.871 0.04 0.00 0.01
C -3.402 -0.342 -0.815 -0.04 -0.03 0.10
C -1.158 2.240 1.397 0.12 0.08 -0.11
C -2.338 2.981 1.501 0.05 0.02 0.04
C -2.340 4.187 2.185 -0.02 0.00 -0.01
C -1.173 4.658 2.770 -0.03 0.03 0.02
C 0.006 3.935 2.655 0.02 -0.04 -0.02
C 0.023 2.737 1.960 -0.12 0.04 -0.01
P 0.048 -1.739 0.550 0.42 0.56 0.57
C 1.825 -1.961 0.757 -0.01 -0.08 -0.10
C 2.467 -2.605 1.813 0.03 0.00 0.10
C 3.853 -2.624 1.852 0.03 0.01 -0.02
C 4.602 -2.022 0.841 0.02 -0.03 0.05
C 3.975 -1.399 -0.230 0.01 -0.06 0.06
C 2.593 -1.392 -0.251 -0.15 -0.06 0.00
C -0.721 -3.239 1.149 -0.05 -0.05 -0.34
C -1.855 -3.172 1.954 -0.02 -0.04 0.00
C -2.407 -4.344 2.449 -0.01 0.00 -0.01
C -1.847 -5.571 2.118 -0.01 0.00 -0.01
C -0.739 -5.638 1.280 -0.02 0.00 0.00
C -0.174 -4.474 0.788 0.00 0.01 0.02
H 3.016 -1.456 6.202 0.00 0.02 -0.01
H 2.476 0.193 6.541 0.01 0.00 0.00
H 2.659 -0.362 4.852 0.02 0.00 0.02
H 0.437 1.034 5.390 -0.01 -0.01 0.03
H -1.008 0.376 6.151 -0.02 0.07 -0.03
H -1.412 0.979 3.770 -0.02 -0.04 0.05
H -1.682 -0.743 4.075 0.02 0.00 -0.04
H 0.541 -1.283 3.225 0.03 -0.04 0.00
H 0.916 0.405 2.941 -0.02 -0.03 -0.06
H -3.248 0.367 2.505 -0.02 0.00 -0.02
H -5.546 -0.497 2.394 0.02 0.00 -0.03
H -6.484 -1.266 0.235 0.03 0.01 0.01
H -5.108 -1.179 -1.813 0.03 0.01 0.03
H -2.806 -0.331 -1.712 0.03 0.00 -0.07
H -3.257 2.619 1.061 -0.03 -0.02 0.00
H -3.256 4.757 2.262 0.01 -0.02 0.01
H -1.183 5.593 3.316 0.00 -0.02 -0.02
H 0.917 4.309 3.106 -0.01 -0.01 -0.02
H 0.948 2.195 1.856 0.06 0.00 -0.01
H 1.893 -3.092 2.594 0.03 0.02 -0.02
H 4.358 -3.121 2.670 -0.01 0.01 -0.03
H 5.683 -2.060 0.879 -0.04 -0.01 0.02
H 4.551 -0.964 -1.037 -0.03 -0.01 0.01
H 2.076 -0.983 -1.125 0.59 -0.26 -0.22
H -2.298 -2.214 2.192 0.02 -0.03 0.04
H -3.278 -4.301 3.091 0.03 0.00 -0.02
H -2.280 -6.483 2.509 0.01 0.03 -0.01
H -0.317 -6.598 1.013 -0.01 0.03 0.01
H 0.689 -4.524 0.135 0.00 0.00 0.04
C -1.596 3.005 -1.914 0.01 0.03 0.08
C -1.607 2.030 -3.040 0.12 -0.18 0.04
C -2.176 2.400 -4.266 -0.08 0.08 -0.06
C -2.248 1.526 -5.316 -0.03 0.05 -0.06
C -1.763 0.216 -5.163 0.00 0.11 0.04
C -1.759 -0.797 -6.154 -0.04 0.05 -0.09
Br -2.483 -0.453 -7.852 0.00 0.01 -0.02
C -1.229 -2.024 -5.886 0.07 -0.15 0.04
C -0.695 -2.315 -4.613 0.02 -0.39 -0.13
Br 0.036 -3.998 -4.250 -0.01 -0.05 -0.03
C -0.703 -1.369 -3.635 0.07 0.11 0.58
O -0.245 -1.535 -2.371 0.04 0.12 -0.28
C -1.212 -0.103 -3.917 -0.09 0.39 0.33
N -1.113 0.796 -2.868 -0.18 0.09 -0.49
H -1.854 4.001 -2.270 0.01 -0.02 0.01
H -0.628 3.054 -1.416 -0.05 -0.03 -0.01
H -2.351 2.714 -1.179 0.01 0.01 -0.02
H -2.551 3.409 -4.371 0.01 -0.04 0.02
H -2.674 1.836 -6.262 0.01 -0.02 0.03
H -1.218 -2.788 -6.651 0.02 -0.03 0.04
O 1.966 -0.190 -3.502 0.07 0.26 -0.13
S 2.015 1.265 -3.616 0.02 -0.28 0.20
O 1.453 1.886 -4.762 0.09 0.11 -0.02
N 1.277 1.710 -2.186 0.26 0.08 -0.11
C 2.222 1.802 -1.214 -0.05 0.04 -0.18
O 1.865 1.447 -0.078 -0.18 -0.18 -0.05
C 3.562 2.118 -1.748 -0.11 0.01 0.02
C 4.681 2.583 -1.088 0.10 -0.01 0.08
C 5.824 2.823 -1.844 0.03 0.01 -0.02
C 5.843 2.583 -3.215 0.06 0.01 0.00
C 4.720 2.100 -3.884 -0.02 -0.07 -0.03
C 3.595 1.879 -3.124 -0.01 0.11 0.03
H 4.654 2.769 -0.022 0.02 0.01 -0.04
H 6.712 3.212 -1.363 -0.02 -0.03 0.00
H 6.747 2.777 -3.779 -0.02 0.01 0.04
H 4.739 1.906 -4.948 -0.02 0.03 0.03